1.
73
Properties=species:S:1:pos:R:3:forces:R:3 method="wB97M-V/def2-TZVPD" e_tot_ha=-4117.3696 gap_ev="6.482 / 6.469" mol_weight_g_mol=871.1 homo_ev="-6.9 / -6.9" multiplicity=2 s2=0.75
Ce -0.71328 0.89489 -0.61191 0.096 -1.926 -0.014
C -1.04409 -1.49124 0.00367 -0.129 -0.212 0.907
Si 0.60330 -2.29572 0.17529 -0.218 -0.612 -1.920
C 2.12999 -1.18163 -0.30548 1.349 -0.471 -0.436
N 1.88529 0.27244 -0.39248 0.376 1.484 -1.351
C 2.37705 1.13064 0.75887 -0.319 -1.530 0.807
C 2.96225 2.50484 0.40387 0.437 -0.049 -0.624
C 4.08193 2.40068 -0.66178 0.298 0.085 0.912
C 3.76112 1.44637 -1.81696 -0.787 -0.644 0.221
C 2.26505 0.85142 -1.74264 1.128 -0.105 0.461
C 0.73662 -3.78634 -0.99382 -0.464 -2.416 -0.815
C 1.76894 -3.99456 -1.95235 -1.489 1.204 0.937
C 1.97333 -5.12453 -2.68912 -2.099 -2.262 0.597
C 1.12223 -6.24679 -2.44123 0.063 0.415 1.109
C 0.12282 -6.15773 -1.44097 0.200 0.741 -0.669
C -0.15357 -4.93329 -0.83434 1.307 1.517 0.107
C 0.88957 -3.05588 1.81754 0.955 -0.419 2.096
C 0.49835 -2.31153 2.97432 -0.315 0.881 -1.579
C 0.53284 -2.87817 4.23135 1.009 -1.434 -0.873
C 1.07091 -4.19111 4.43859 -0.794 0.944 0.343
C 1.59102 -4.87573 3.34877 -0.862 1.417 -0.671
C 1.50617 -4.31078 2.04816 0.084 -0.118 -0.217
H -1.46096 -1.53765 1.04631 0.041 0.297 -0.696
H -1.74618 -2.06096 -0.63877 0.625 0.111 0.294
H 2.51798 -1.46916 -1.33251 -0.664 0.035 1.170
H 3.03105 -1.39268 0.34043 -0.822 0.186 -0.290
H 3.05295 0.47239 1.38455 -0.207 0.898 -0.766
H 1.49097 1.24219 1.40706 0.308 0.319 0.080
H 3.38808 3.01682 1.28659 -0.420 -0.474 -0.204
H 2.17765 3.15884 0.03294 -0.342 0.093 -0.034
H 4.96996 2.08954 -0.07019 -0.296 -0.106 -0.699
H 4.35445 3.36369 -1.11321 -0.256 0.041 0.525
H 4.60065 0.72344 -1.87123 -1.027 -0.255 -0.052
H 3.81685 2.00141 -2.74309 -0.068 0.085 -0.372
H 2.11983 0.08598 -2.55411 0.011 0.676 0.935
H 1.53806 1.67859 -1.95404 0.728 -0.262 -0.077
H 2.27460 -3.12154 -2.28297 0.947 0.561 0.073
H 2.71801 -5.11796 -3.43858 0.593 -0.237 -0.741
H 1.16007 -7.22284 -2.92073 0.570 0.359 -0.270
H -0.50007 -7.01116 -1.14793 0.250 0.239 -0.524
H -1.06613 -4.83578 -0.24281 0.413 -0.025 0.210
H 0.13341 -1.21824 2.77295 0.425 -2.123 0.788
H 0.14130 -2.30578 5.01043 -0.428 0.610 1.454
H 1.00574 -4.64192 5.46432 0.246 0.450 -1.188
H 1.95295 -5.86251 3.45516 0.536 -0.838 0.153
H 1.94652 -4.90208 1.19570 -0.735 0.716 0.909
I -6.19339 4.36632 5.67459 0.286 -0.039 0.207
C -4.62126 3.72490 4.44044 -0.962 1.000 -0.106
C -4.55708 4.33807 3.19088 -0.691 0.854 0.215
C -3.70650 3.85578 2.23380 -0.284 1.385 -0.558
C -2.97108 2.75665 2.45560 1.247 -2.385 1.276
C -3.02866 2.14955 3.75304 1.197 -0.086 -0.750
C -3.78397 2.68190 4.78688 0.288 -0.721 -0.534
C -2.15950 2.18416 1.32870 1.212 -2.198 0.459
O -1.06428 1.47141 1.58587 -1.700 1.833 0.631
O -2.56200 2.22699 0.13876 -0.265 1.153 0.770
H -5.14320 5.22283 2.86968 0.145 -0.734 0.862
H -3.57946 4.42162 1.33062 -0.189 -0.086 -0.501
H -2.41543 1.26751 3.98916 -0.205 0.466 -0.425
H -3.69517 2.20358 5.77160 -0.494 0.457 -0.453
Cl -4.18152 -1.85227 -2.37345 -0.130 -0.210 -0.334
Si -2.91289 -0.20971 -2.39277 0.569 0.550 1.580
Cl -1.09486 -0.91055 -3.38120 0.152 0.041 -0.516
Cl -3.88035 1.25611 -3.52991 -0.324 0.086 -0.884
C -1.75424 4.82302 -5.03345 1.452 0.322 -1.511
C -1.06062 4.86704 -3.63545 -0.875 0.030 -1.306
C -1.01127 3.46395 -3.12400 0.876 0.468 2.342
N -0.82827 2.54742 -2.43369 -0.568 1.800 -2.505
H -1.83028 5.81822 -5.49125 -0.222 0.015 0.607
H -2.72963 4.38514 -4.96626 -0.488 -0.254 -0.019
H -1.15696 4.29629 -5.86442 -0.703 0.210 1.680
H -1.62512 5.58869 -2.95525 0.704 -1.422 -0.583
H -0.03860 5.25652 -3.77209 -0.282 -0.381 0.350

---

2.
71
Properties=species:S:1:pos:R:3:forces:R:3 method="wB97M-V/def2-TZVPD" e_tot_ha=-4585.5886 gap_ev=6.419 mol_weight_g_mol=659.9 homo_ev=-4.0 multiplicity=1 total_charge=-1
Sc -18.23384 -5.27390 -3.58946 0.601 0.145 -0.141
C -18.39308 -5.42879 -5.95635 -0.913 -0.508 0.398
Si -19.91286 -4.46580 -6.25533 0.842 0.885 -1.460
C -20.57617 -3.54456 -4.69179 0.197 -1.541 -0.168
N -19.46308 -3.27182 -3.77019 0.105 1.109 1.103
C -18.59254 -2.19362 -4.31912 1.947 0.199 -0.472
C -17.93274 -1.18999 -3.30097 0.372 -1.060 -1.513
C -19.07320 -0.41369 -2.69612 0.594 0.682 0.866
C -20.32217 -1.31657 -2.40234 0.251 0.910 -0.062
C -20.02307 -2.81547 -2.43492 1.038 0.476 -0.667
C -19.53490 -2.99211 -7.53096 -0.396 -0.269 0.040
C -18.42148 -3.03848 -8.38042 -0.769 0.663 0.662
C -18.13239 -1.98265 -9.25750 -0.600 0.181 -0.540
C -19.02938 -0.92955 -9.38963 -1.321 -0.806 1.829
C -20.17341 -0.88619 -8.55153 0.820 0.290 -0.777
C -20.40170 -1.88602 -7.65140 0.416 -1.182 0.520
C -21.32173 -5.52901 -6.98401 1.387 -0.932 0.284
C -21.02723 -6.80688 -7.52269 -0.602 0.572 0.036
C -22.10171 -7.64522 -7.85641 2.338 -1.463 -1.037
C -23.39477 -7.28250 -7.71697 -0.320 2.089 0.884
C -23.66691 -6.02426 -7.16959 -1.086 0.131 -0.126
C -22.64570 -5.17163 -6.80179 0.233 -0.587 -0.011
H -17.52287 -5.14941 -6.52515 0.357 0.305 -0.219
H -18.62509 -6.49185 -6.16358 0.229 0.374 0.250
H -21.14994 -4.35301 -4.20276 -0.163 0.441 -0.063
H -21.18930 -2.65752 -4.85172 -0.179 0.106 -0.083
H -19.21677 -1.58614 -4.99780 0.394 -0.077 0.020
H -17.69236 -2.59446 -4.90113 -1.588 0.013 0.373
H -17.26237 -0.56110 -3.95131 -0.734 -0.313 0.641
H -17.21136 -1.65940 -2.60084 -0.743 -0.108 -0.128
H -19.28470 0.38012 -3.44099 -0.361 -0.284 0.622
H -18.67339 0.07613 -1.76805 -0.725 -0.206 -0.654
H -21.08934 -1.07291 -3.14210 -0.096 -0.073 0.093
H -20.70785 -1.00704 -1.41778 -0.091 -0.391 -0.320
H -20.90663 -3.40756 -2.24829 -0.049 -0.217 0.256
H -19.24671 -3.00387 -1.69434 -0.115 -0.323 0.267
H -17.85994 -3.93327 -8.24556 0.957 -0.304 -0.425
H -17.30097 -1.93629 -9.94820 0.316 -0.529 0.202
H -18.94670 -0.15616 -10.10015 0.570 0.731 -0.776
H -20.86993 -0.06396 -8.59605 -0.072 0.204 -0.241
H -21.27522 -1.88475 -7.02128 -0.309 0.295 0.136
H -19.98798 -7.14263 -7.68879 -0.728 0.279 0.220
H -21.87737 -8.63352 -8.31171 -0.091 0.661 0.430
H -24.18731 -7.90045 -8.01024 -0.962 -0.903 -0.343
H -24.71202 -5.70678 -7.04918 0.440 -0.164 0.036
H -22.79392 -4.25090 -6.28338 -0.678 0.613 0.103
Cl -15.35717 -4.18868 -4.52525 0.603 0.492 0.409
C -15.21330 -4.16592 -2.74193 -0.744 -0.512 -0.390
C -16.23878 -4.87745 -2.15806 0.156 0.423 1.337
C -16.08850 -4.92408 -0.74611 -1.878 -0.488 -1.257
Cl -17.39007 -5.69472 0.15243 0.053 -0.094 -0.233
C -15.09698 -4.34546 -0.01689 1.005 0.297 0.209
Cl -15.05806 -4.60450 1.67177 0.503 0.362 0.615
C -14.09574 -3.62678 -0.68973 0.502 0.262 0.875
Cl -12.72269 -2.88534 0.12918 -0.808 -0.463 -0.106
C -14.17981 -3.53135 -2.04817 0.851 -0.042 -2.139
Cl -12.87012 -2.84102 -3.01651 -0.489 0.006 0.562
C -19.94067 -8.46458 -4.20687 -0.092 -1.922 0.948
C -20.12196 -7.73768 -2.89042 -0.622 0.783 -0.428
C -21.59967 -7.44454 -2.67918 -1.146 -1.032 1.100
C -19.70985 -8.61288 -1.72270 3.358 1.612 0.797
N -19.39332 -6.49591 -2.98702 -0.224 -0.713 0.506
H -20.49396 -9.45328 -4.16175 0.662 0.758 -0.298
H -18.86263 -8.61612 -4.34894 -0.277 -0.166 -0.183
H -20.33965 -7.87527 -4.98963 -0.347 0.571 -0.952
H -22.17679 -8.41839 -2.68082 0.384 0.841 0.169
H -22.05719 -6.83539 -3.43888 0.067 0.462 -0.520
H -21.75427 -6.94800 -1.68718 0.108 -0.357 -0.747
H -20.09728 -9.57470 -1.53486 -1.475 -0.935 0.006
H -19.69549 -7.95013 -0.83414 -0.421 -0.587 -0.120
H -18.62015 -8.85318 -1.81749 -0.444 0.332 -0.208

---

3.
74
Properties=species:S:1:pos:R:3:forces:R:3 method="wB97M-V/def2-TZVPD" e_tot_ha=-2056.3543 gap_ev="6.819 / 3.782" mol_weight_g_mol=752.8 homo_ev="-13.0 / -13.3" multiplicity=6 total_charge=+2 s2=8.82
Ir 0.20180 -0.21364 -0.76721 -0.286 -0.209 -0.363
C 3.02212 1.68123 1.26554 -0.049 0.015 -0.083
C 1.48844 1.82779 1.31553 0.127 0.174 0.120
C 1.03939 3.27743 1.05615 0.032 -0.045 -0.058
C 0.97271 1.32595 2.61250 0.191 0.320 0.584
C 1.40325 2.15857 3.73648 -0.068 -0.234 -0.535
C 1.01944 1.92159 5.02286 -0.107 -0.059 0.029
C 0.16586 0.86240 5.20354 -0.104 -0.383 -0.273
C -0.32574 -0.01316 4.13025 0.109 0.279 0.474
C -1.34037 -0.98920 4.68021 -0.160 -0.025 -0.089
C -0.71529 -2.38766 4.95467 -0.123 0.073 0.026
C -2.72939 -0.90384 3.99978 0.144 -0.188 0.001
C 0.15235 0.18277 2.81215 0.016 0.045 -0.171
N -0.15831 -0.58478 1.64476 0.126 0.286 0.198
C -0.74308 -1.73862 1.71094 -0.038 -0.019 -0.132
C -1.14719 -2.46439 0.55001 -0.003 -0.093 0.243
C -1.87627 -3.70375 0.53204 0.079 0.187 0.094
C -2.09042 -3.97900 -0.77037 0.037 0.146 -0.274
C -1.47027 -2.89017 -1.55746 -0.170 -0.291 -0.045
N -0.91662 -2.01558 -0.72818 0.145 -0.062 0.221
C -1.45896 -2.75435 -3.04700 -0.004 0.012 0.106
C -2.15506 -3.94886 -3.70056 -0.002 -0.028 -0.038
C -2.20640 -1.45822 -3.41725 -0.003 -0.004 -0.033
C -0.00009 -2.67867 -3.53112 -0.015 0.001 -0.044
H 3.36239 2.06159 0.30165 0.020 -0.023 0.007
H 3.32970 0.63924 1.35391 -0.017 0.004 -0.009
H 3.52566 2.25951 2.04177 -0.028 0.004 -0.009
H 1.06529 1.22573 0.52382 0.058 0.007 -0.126
H 1.51290 3.99884 1.72236 0.007 -0.012 0.003
H -0.04309 3.38522 1.13305 0.003 -0.023 -0.005
H 1.32983 3.53524 0.03712 -0.008 0.024 0.003
H 2.05274 2.99241 3.51118 0.016 -0.033 -0.037
H 1.34744 2.53598 5.84909 0.003 -0.010 -0.007
H -0.18840 0.64008 6.20291 0.017 -0.044 -0.042
H -1.53934 -0.63368 5.68939 -0.066 0.019 -0.002
H -0.13124 -2.81684 4.14672 0.023 -0.014 -0.096
H -1.51398 -3.08244 5.21548 0.008 0.016 -0.006
H -0.04550 -2.32313 5.81211 0.000 0.011 -0.001
H -2.72845 -0.84035 2.91542 0.085 -0.061 -0.098
H -3.24579 -0.01469 4.35902 0.018 0.003 -0.001
H -3.32484 -1.76931 4.29141 0.001 0.017 -0.010
H -0.97429 -2.22166 2.63793 -0.103 -0.049 0.275
H -2.19349 -4.26782 1.39481 0.019 0.008 -0.003
H -2.61729 -4.82128 -1.18764 0.022 0.019 -0.017
H -3.20242 -4.02350 -3.40260 0.016 0.017 0.000
H -1.65484 -4.89057 -3.46690 0.005 0.018 0.000
H -2.13152 -3.82449 -4.78281 -0.006 -0.010 0.008
H -3.24321 -1.48372 -3.07724 0.017 -0.019 -0.004
H -2.20818 -1.36199 -4.50364 -0.013 0.015 0.010
H -1.72700 -0.57493 -2.99449 0.021 -0.005 0.002
H 0.55566 -3.58104 -3.27072 -0.020 0.005 0.000
H 0.52713 -1.81827 -3.11739 -0.020 0.017 0.011
H -0.00461 -2.58400 -4.61751 0.022 -0.004 0.006
N 5.87062 1.33632 -3.72301 -0.022 -0.036 0.074
C 4.59757 1.22812 -3.34697 -0.064 0.220 -0.280
N 3.69107 2.06456 -3.86621 -0.025 -0.116 0.042
N 4.31039 0.28693 -2.45930 0.092 -0.137 0.183
C 3.14059 0.05433 -1.99330 0.175 -0.148 -0.014
N 2.15290 -0.29257 -1.48325 -0.044 0.171 0.094
H 6.17741 2.00024 -4.41148 0.000 0.005 0.003
H 6.54211 0.70597 -3.31861 0.004 -0.004 -0.020
H 3.93428 2.73385 -4.57624 0.014 0.000 0.002
H 2.71409 1.94537 -3.65217 0.001 0.066 0.005
F -2.61634 0.86058 0.07560 0.077 -0.056 0.018
C -2.09154 1.72693 -0.82519 -0.216 0.126 0.088
C -0.83613 1.48952 -1.34722 -0.007 -0.137 0.206
C -0.38178 2.42028 -2.24977 0.184 0.132 -0.223
F 0.85075 2.27665 -2.81555 -0.055 -0.020 0.071
C -1.10584 3.53479 -2.62892 0.020 0.077 -0.061
F -0.61509 4.40826 -3.50364 0.011 -0.037 0.018
C -2.35902 3.73516 -2.07889 -0.090 0.110 -0.048
F -3.07649 4.79213 -2.42502 0.016 -0.013 0.014
C -2.86130 2.82215 -1.16466 -0.022 0.032 -0.015
F -4.06143 3.01647 -0.63266 -0.028 -0.032 0.031